No. 1
ORCA calculation (ωB97M-V/def2-TZVPD) on a 10-piece molecular cluster, C63H95ClN11O4P2S overall in a non-equilibrium geometry.

Results
Energy (eV): -133380.7540
Kohn-Sham gap (eV): 6.7608
Total charge: -1
Highest occupied orbital energy (eV): -5.36
F_max (eV/Å): 3.28

Last columns: bonded neighbours and bond lengths (Å).
Cartesian coordinates (Å):
1 C 6.3215 -0.6000 1.8678  C2 1.209, H38 1.113
2 C 5.5953 -0.1891 0.9925  C1 1.209, C3 1.578
3 C 4.7199 0.5802 -0.0716  C2 1.578, P4 1.895, O6 1.441, C30 1.609
4 P 3.2777 1.1878 0.9962  C3 1.895, S5 1.963, H39 1.442, H40 1.423
5 S 2.1833 -0.2494 1.7634  P4 1.963
6 O 4.1154 -0.5372 -0.7523  C3 1.441, P7 1.771
7 P 4.1038 -0.3261 -2.5106  O6 1.771, C8 1.911, C16 1.908, C25 1.950, O29 1.738, H41 1.464
8 C 3.6174 -2.1207 -2.9498  P7 1.911, C9 1.588, H42 1.138, H43 1.136
9 C 3.5492 -3.1256 -1.7221  C8 1.588, C10 1.607, H44 1.125, H45 1.142
10 C 2.1220 -3.0743 -0.9843  C9 1.607, C11 1.582, H46 1.141, H47 1.125
11 C 1.7145 -4.5213 -0.4908  C10 1.582, N12 1.494, H48 1.137, H49 1.135
12 N 0.2363 -4.7346 -0.4394  C11 1.494, C13 1.428, H50 1.022
13 C -0.2830 -4.6774 0.8891  N12 1.428, C14 1.604, O15 1.220
14 C -1.5545 -3.7259 1.1146  C13 1.604, H51 1.125, H52 1.126, H53 1.134
15 O 0.1762 -5.2739 1.8496  C13 1.220
16 C 2.2800 0.1689 -2.2502  P7 1.908, C17 1.582, H54 1.136, H55 1.140
17 C 1.9047 1.6976 -2.4074  C16 1.582, C18 1.620, H56 1.123, H57 1.136
18 C 0.4400 1.8725 -1.7371  C17 1.620, C19 1.579, H58 1.137, H59 1.135
19 C -0.6523 2.4386 -2.7273  C18 1.579, N20 1.494, H60 1.145, H61 1.126
20 N -1.5851 3.4419 -2.1317  C19 1.494, C21 1.484, C22 1.456
21 C -2.0929 3.0332 -0.7981  N20 1.484, H62 1.134, H63 1.137, H64 1.136
22 C -2.7544 3.5950 -2.9854  N20 1.456, C23 1.575, O24 1.225
23 C -4.1576 2.9188 -2.7517  C22 1.575, H65 1.135, H66 1.124, H67 1.132
24 O -2.6257 4.2748 -3.9960  C22 1.225
25 C 4.1412 -0.0465 -4.4399  P7 1.950, C26 1.569, H68 1.126, H69 1.138
26 C 5.5936 0.0958 -5.0172  C25 1.569, C27 1.580, Cl28 1.869, H70 1.121
27 C 6.3665 -1.2657 -5.2280  C26 1.580, H71 1.136, H72 1.134, H73 1.123
28 Cl 5.4432 0.8611 -6.7159  C26 1.869
29 O 4.8179 1.2525 -2.3761  P7 1.738, C30 1.469
30 C 5.4546 1.5823 -1.0937  C3 1.609, O29 1.469, C31 1.599, C33 1.596
31 C 6.9497 1.1148 -1.4169  C30 1.599, C32 1.365, H74 1.128
32 C 8.0227 1.2765 -0.5895  C31 1.365, H75 1.130, H76 1.128
33 C 5.1567 3.1486 -1.0193  C30 1.596, C34 1.581, H77 1.134, H78 1.138
34 C 6.4296 4.0855 -1.0222  C33 1.581, C35 1.592, H79 1.134, H80 1.139
35 C 7.1429 4.3163 0.3818  C34 1.592, C36 1.581, H81 1.130, H82 1.137
36 C 6.5071 3.5713 1.6229  C35 1.581, C37 1.606, H83 1.123, H84 1.135
37 C 5.3571 4.5245 2.2139  C36 1.606, H85 1.134, H86 1.134, H87 1.124
38 H 6.8930 -0.7951 2.8030  C1 1.113
39 H 3.7868 1.9526 2.1074  P4 1.442
40 H 2.4082 2.0661 0.2905  P4 1.423
41 H 5.4702 -0.8246 -2.6737  P7 1.464
42 H 4.4019 -2.5426 -3.6579  C8 1.138
43 H 2.6344 -2.2227 -3.5094  C8 1.136
44 H 4.4130 -3.0622 -1.0046  C9 1.125
45 H 3.5993 -4.1752 -2.1689  C9 1.142
46 H 1.3847 -2.8092 -1.8141  C10 1.141
47 H 2.0852 -2.2900 -0.1790  C10 1.125
48 H 2.1293 -5.3543 -1.1434  C11 1.137
49 H 2.2095 -4.6794 0.5182  C11 1.135
50 H -0.2611 -4.1148 -1.0813  N12 1.022
51 H -2.4484 -4.2546 0.6817  C14 1.125
52 H -1.6145 -3.5842 2.2299  C14 1.126
53 H -1.3014 -2.7660 0.5656  C14 1.134
54 H 1.9834 -0.1497 -1.2009  C16 1.136
55 H 1.5663 -0.4030 -2.9314  C16 1.140
56 H 2.5635 2.4190 -1.8545  C17 1.123
57 H 1.8942 2.0444 -3.4887  C17 1.136
58 H 0.5592 2.5461 -0.8292  C18 1.137
59 H 0.0959 0.8779 -1.3124  C18 1.135
60 H -1.2982 1.5517 -3.0539  C19 1.145
61 H -0.2402 2.8758 -3.6803  C19 1.126
62 H -2.9705 3.6575 -0.4432  C21 1.134
63 H -2.3566 1.9298 -0.7167  C21 1.137
64 H -1.2894 3.2077 -0.0145  C21 1.136
65 H -4.6050 3.1272 -1.7298  C23 1.135
66 H -4.1089 1.8117 -2.9420  C23 1.124
67 H -4.8935 3.3711 -3.4836  C23 1.132
68 H 3.6230 -0.8684 -5.0080  C25 1.126
69 H 3.5559 0.9169 -4.5991  C25 1.138
70 H 6.2688 0.7825 -4.4435  C26 1.121
71 H 6.8386 -1.6362 -4.2633  C27 1.136
72 H 5.6096 -2.0639 -5.5056  C27 1.134
73 H 7.1334 -1.2074 -6.0463  C27 1.123
74 H 7.1406 0.5782 -2.3905  C31 1.128
75 H 9.0609 1.0888 -0.9935  C32 1.130
76 H 7.9555 1.5767 0.4958  C32 1.128
77 H 4.5653 3.4316 -1.9447  C33 1.134
78 H 4.4695 3.4331 -0.1575  C33 1.138
79 H 7.2134 3.7852 -1.7844  C34 1.134
80 H 6.0701 5.1068 -1.3755  C34 1.139
81 H 8.2265 4.0071 0.2915  C35 1.130
82 H 7.1610 5.4349 0.5852  C35 1.137
83 H 6.1548 2.5234 1.4269  C36 1.123
84 H 7.3144 3.5072 2.4186  C36 1.135
85 H 4.8091 4.9580 1.3212  C37 1.134
86 H 5.8324 5.4135 2.7326  C37 1.134
87 H 4.6749 3.9469 2.8960  C37 1.124
88 N 0.5969 0.5560 7.2377  C89 1.370, C92 1.371, H93 1.005
89 C -0.1229 1.5790 6.6791  N88 1.370, C90 1.373, H94 1.079
90 C -0.1280 1.3987 5.3183  C89 1.373, C91 1.419, H95 1.080
91 C 0.6120 0.2190 5.0446  C90 1.419, C92 1.371, H96 1.080
92 C 1.0438 -0.2802 6.2467  N88 1.371, C91 1.371, H97 1.079
93 H 0.7700 0.4365 8.2209  N88 1.005
94 H -0.5660 2.3449 7.2967  C89 1.079
95 H -0.6107 2.0425 4.5986  C90 1.080
96 H 0.8054 -0.2144 4.0750  C91 1.080
97 H 1.6297 -1.1542 6.4832  C92 1.079
98 N -5.2846 -3.2603 0.0877  C99 1.371, C102 1.369, H103 1.006
99 C -5.5654 -2.2743 -0.8229  N98 1.371, C100 1.371, H104 1.079
100 C -5.8659 -2.8763 -2.0176  C99 1.371, C101 1.418, H105 1.079
101 C -5.7686 -4.2772 -1.8209  C100 1.418, C102 1.371, H106 1.079
102 C -5.4114 -4.4833 -0.5133  N98 1.369, C101 1.371, H107 1.079
103 H -5.0256 -3.1092 1.0479  N98 1.006
104 H -5.5250 -1.2334 -0.5420  C99 1.079
105 H -6.1277 -2.3665 -2.9321  C100 1.079
106 H -5.9414 -5.0481 -2.5558  C101 1.079
107 H -5.2353 -5.3922 0.0405  C102 1.079
108 N 7.2719 1.6417 -9.9366  C109 1.368, C112 1.367, H113 1.008
109 C 7.4086 1.9804 -11.2554  N108 1.368, C110 1.372, H114 1.079
110 C 8.7477 2.1178 -11.5207  C109 1.372, C111 1.418, H115 1.079
111 C 9.4454 1.8459 -10.3163  C110 1.418, C112 1.372, H116 1.079
112 C 8.5073 1.5528 -9.3584  N108 1.367, C111 1.372, H117 1.079
113 H 6.3964 1.4816 -9.4642  N108 1.008
114 H 6.5434 2.0954 -11.8890  C109 1.079
115 H 9.1782 2.3830 -12.4743  C110 1.079
116 H 10.5143 1.8624 -10.1680  C111 1.079
117 H 8.6119 1.2904 -8.3175  C112 1.079
118 N -5.7598 -0.2643 2.1917  C119 1.368, C122 1.371, H123 1.007
119 C -5.7543 1.1003 2.2827  N118 1.368, C120 1.373, H124 1.079
120 C -4.7556 1.4628 3.1528  C119 1.373, C121 1.418, H125 1.079
121 C -4.1306 0.2716 3.6001  C120 1.418, C122 1.371, H126 1.080
122 C -4.7689 -0.7769 2.9886  N118 1.371, C121 1.371, H127 1.080
123 H -6.3924 -0.8073 1.6271  N118 1.007
124 H -6.4601 1.6942 1.7234  C119 1.079
125 H -4.5016 2.4727 3.4357  C120 1.079
126 H -3.3054 0.1919 4.2915  C121 1.080
127 H -4.6048 -1.8421 3.0512  C122 1.080
128 N -8.0997 -6.1470 -4.5922  C129 1.369, C132 1.369, H133 1.006
129 C -8.2792 -4.8045 -4.7892  N128 1.369, C130 1.371, H134 1.079
130 C -9.0391 -4.6408 -5.9190  C129 1.371, C131 1.419, H135 1.079
131 C -9.3343 -5.9346 -6.4204  C130 1.419, C132 1.371, H136 1.079
132 C -8.7439 -6.8430 -5.5796  N128 1.369, C131 1.371, H137 1.079
133 H -7.5764 -6.5585 -3.8385  N128 1.006
134 H -7.8505 -4.0841 -4.1104  C129 1.079
135 H -9.3497 -3.6964 -6.3386  C130 1.079
136 H -9.9148 -6.1727 -7.2984  C131 1.079
137 H -8.7253 -7.9212 -5.5986  C132 1.079
138 N -6.4423 -3.0204 4.8876  C139 1.369, C142 1.370, H143 1.008
139 C -6.3026 -3.1729 6.2408  N138 1.369, C140 1.373, H144 1.079
140 C -7.2002 -4.1263 6.6549  C139 1.373, C141 1.418, H145 1.079
141 C -7.9044 -4.5701 5.5067  C140 1.418, C142 1.373, H146 1.079
142 C -7.4133 -3.8722 4.4311  N138 1.370, C141 1.373, H147 1.079
143 H -5.9123 -2.3810 4.3157  N138 1.008
144 H -5.5798 -2.5907 6.7906  C139 1.079
145 H -7.3342 -4.4675 7.6697  C140 1.079
146 H -8.6826 -5.3168 5.4719  C141 1.079
147 H -7.6710 -3.9071 3.3838  C142 1.079
148 N 1.6954 4.3555 6.5399  C149 1.368, C152 1.368, H153 1.008
149 C 1.6064 5.0541 7.7130  N148 1.368, C150 1.372, H154 1.079
150 C 1.4939 6.3869 7.4055  C149 1.372, C151 1.418, H155 1.079
151 C 1.5101 6.4955 5.9921  C150 1.418, C152 1.372, H156 1.079
152 C 1.6324 5.2254 5.4866  N148 1.368, C151 1.372, H157 1.079
153 H 1.7909 3.3553 6.4636  N148 1.008
154 H 1.6321 4.5441 8.6632  C149 1.079
155 H 1.4083 7.1937 8.1172  C150 1.079
156 H 1.4393 7.4017 5.4105  C151 1.079
157 H 1.6811 4.8669 4.4704  C152 1.079
158 N -4.5994 -6.0055 5.4414  C159 1.368, C162 1.368, H163 1.008
159 C -4.6519 -7.2087 4.7923  N158 1.368, C160 1.372, H164 1.079
160 C -3.5837 -7.9626 5.2091  C159 1.372, C161 1.417, H165 1.079
161 C -2.8622 -7.1864 6.1502  C160 1.417, C162 1.372, H166 1.079
162 C -3.5146 -5.9857 6.2745  N158 1.368, C161 1.372, H167 1.079
163 H -5.2582 -5.2511 5.3251  N158 1.008
164 H -5.4422 -7.4235 4.0904  C159 1.079
165 H -3.3478 -8.9614 4.8755  C160 1.079
166 H -1.9660 -7.4749 6.6776  C161 1.079
167 H -3.3002 -5.1203 6.8817  C162 1.079
168 N -5.3543 5.1582 1.0360  C169 1.369, C172 1.370, H173 1.006
169 C -5.4544 5.8439 2.2169  N168 1.369, C170 1.371, H174 1.079
170 C -5.6016 7.1750 1.9214  C169 1.371, C171 1.419, H175 1.079
171 C -5.5956 7.2975 0.5079  C170 1.419, C172 1.371, H176 1.079
172 C -5.4444 6.0374 -0.0106  N168 1.370, C171 1.371, H177 1.079
173 H -5.2337 4.1631 0.9505  N168 1.006
174 H -5.4108 5.3264 3.1622  C169 1.079
175 H -5.7033 7.9728 2.6407  C170 1.079
176 H -5.6919 8.2071 -0.0643  C171 1.079
177 H -5.3921 5.6899 -1.0307  C172 1.079

No. 2
ORCA calculation (ωB97M-V/def2-TZVPD) on a 2-piece molecular cluster, C4H2IO2 overall in a non-equilibrium geometry.

Results
Energy (eV): -16374.5197
Kohn-Sham gap (eV): 6.4429
Total charge: -1
Highest occupied orbital energy (eV): -3.31
F_max (eV/Å): 3.43

Last columns: bonded neighbours and bond lengths (Å).
Cartesian coordinates (Å):
1 C -1.3711 1.1143 -1.0816  C2 1.222, H8 1.074
2 C -0.4629 1.0874 -0.2648  C1 1.222, C4 1.401
3 C 0.1925 -1.9197 0.1656  O5 1.228, O6 1.175
4 C 0.4488 0.4543 0.5893  C2 1.401, I7 2.264, H9 1.141
5 O -0.0060 -2.2827 1.3219  C3 1.228
6 O 0.1955 -2.1247 -0.9917  C3 1.175
7 I 2.4215 1.5599 0.4736  C4 2.264
8 H -1.7864 1.6104 -1.9388  C1 1.074
9 H 0.3682 0.5008 1.7265  C4 1.141

| no. | LUMO energy (eV) |
| --- | --- |
| 1 | 1.4 |
| 2 | 3.1 |